No. 1
Entry from the OMol25 dataset: a cluster of 21 separate species, C18H54F3N5O22S in total in a non-equilibrium geometry (ωB97M-V/def2-TZVPD).

2S+1 = 1
total charge = 0
F_max = 3.9 eV/Å
HOMO-LUMO gap = 7.575 eV
E_tot = -91020.8136 eV
LUMO level = -0.424 eV

Geometry (Å):
N -6.470 -1.617 5.038
O -1.678 -0.559 -1.219
O -0.856 1.502 -0.174
F 2.406 4.326 -4.063
F 0.991 4.111 -5.849
F 0.206 4.707 -3.948
C -5.421 -2.104 4.834
N -0.134 -3.781 4.559
N 0.571 -1.440 1.125
C 0.374 -3.132 3.498
C -3.217 -2.065 3.703
C -3.615 -3.753 5.466
C -4.104 -2.655 4.615
C -0.687 -2.332 2.926
C -2.300 -4.127 5.429
C -1.824 -2.516 3.615
C -0.612 -1.541 1.709
C 1.262 0.091 -4.681
C 1.213 1.427 -5.053
C 0.453 2.043 -2.921
C 0.727 -0.343 -3.448
C 0.900 2.499 -4.177
C 0.323 0.713 -2.567
N -1.437 -3.467 4.598
N 0.789 -0.514 0.049
C 0.819 -1.809 -3.088
C 1.176 3.933 -4.512
C 2.226 0.032 0.150
S -0.456 0.312 -0.947
H 1.458 -3.065 3.303
H -3.623 -1.288 3.088
H -4.337 -4.332 6.048
H -1.864 -4.894 6.002
H -1.471 -1.084 1.296
H 1.638 -0.649 -5.357
H 1.617 1.701 -6.018
H 0.157 2.791 -2.181
H 1.536 -2.016 -2.234
H -0.180 -2.111 -2.727
H 1.056 -2.453 -3.989
H 2.414 0.607 1.040
H 2.870 -0.885 0.051
H 2.461 0.674 -0.712
O -3.718 -3.922 8.813
H -4.399 -4.417 9.374
H -4.150 -3.075 8.468
O -2.280 2.576 2.031
H -1.460 2.301 1.506
H -2.179 3.550 2.287
O -2.230 3.808 -1.763
H -2.553 4.565 -2.350
H -2.883 3.040 -1.851
O -0.683 7.157 -4.847
H -1.650 7.411 -4.698
H -0.640 6.532 -5.642
O 2.523 3.550 -0.207
H 2.833 3.417 0.747
H 1.868 4.321 -0.220
O 4.792 4.538 -2.874
H 4.219 3.728 -3.075
H 4.439 5.316 -3.415
O -3.011 -2.908 -2.304
H -2.495 -3.688 -2.689
H -2.346 -2.239 -1.938
O -3.431 -2.821 0.830
H -3.563 -2.624 -0.153
H -4.300 -3.185 1.199
O 3.398 -1.637 2.935
H 2.970 -2.309 2.312
H 3.253 -1.952 3.886
O 2.473 -4.291 -5.146
H 3.168 -3.558 -5.213
H 1.928 -4.287 -5.999
O -0.028 4.951 -0.756
H -0.910 4.464 -0.842
H 0.037 5.621 -1.511
O -1.610 -6.752 7.795
H -1.502 -5.809 8.145
H -1.387 -7.394 8.544
O 2.749 -2.491 5.710
H 1.970 -2.169 6.269
H 2.941 -3.452 5.961
O 4.295 -1.879 -5.751
H 4.473 -0.946 -5.402
H 4.342 -1.851 -6.762
O 4.300 -2.827 -1.232
H 4.703 -2.537 -2.114
H 3.681 -3.607 -1.410
O 0.346 7.296 -2.443
H -0.031 6.867 -3.279
H -0.407 7.777 -1.969
O -3.574 1.307 -1.408
H -3.865 1.533 -0.465
H -3.007 0.470 -1.370
O -6.348 0.539 3.299
H -6.504 -0.225 3.943
H -7.024 0.464 2.550
O 3.698 2.115 -2.592
H 4.315 1.841 -1.839
H 2.851 2.489 -2.185
O 5.024 1.478 -0.358
H 5.584 0.647 -0.219
H 5.645 2.241 -0.592

---

No. 2
Entry from the OMol25 dataset: a structure of composition C18H55AsF6O9 in a non-equilibrium geometry (ωB97M-V/def2-TZVPD).

2S+1 = 1
total charge = 0
F_max = 2.7 eV/Å
HOMO-LUMO gap = 6.171 eV
E_tot = -115124.7638 eV
relative energy (zero: lowest compared OMol25 entry of this formula, charge and spin) = 343.8 kJ/mol
LUMO level = -3.405 eV

Geometry (Å):
O 10.365 -7.083 24.741
H 9.828 -7.809 25.068
H 9.879 -6.617 24.057
H 11.201 -7.394 24.388
As 12.106 -2.996 18.540
F 13.354 -2.158 19.450
F 13.330 -4.197 17.940
F 10.817 -3.825 17.639
F 10.896 -1.830 19.236
F 12.334 -1.857 17.140
F 11.791 -4.101 19.937
C 9.876 5.326 15.897
C 9.490 6.311 16.975
C 10.441 7.478 17.110
O 8.139 6.732 16.847
H 9.784 5.776 14.909
H 9.331 4.384 15.958
H 10.914 4.998 15.960
H 9.628 5.735 17.890
H 11.417 7.035 17.306
H 10.225 8.145 17.944
H 10.352 8.105 16.223
H 7.932 7.017 17.739
C 19.289 -2.677 14.331
C 18.918 -4.127 14.092
C 17.862 -4.203 13.019
O 20.058 -4.832 13.700
H 20.183 -2.586 14.949
H 18.531 -2.127 14.889
H 19.602 -2.088 13.469
H 18.565 -4.633 14.989
H 16.938 -3.823 13.456
H 17.753 -5.238 12.696
H 18.090 -3.576 12.157
H 20.593 -4.265 13.140
C 17.652 3.848 20.072
C 18.089 2.993 21.291
C 19.479 2.407 21.044
O 18.075 3.797 22.430
H 18.486 4.526 19.893
H 16.693 4.307 20.313
H 17.532 3.208 19.198
H 17.357 2.228 21.551
H 19.781 1.732 21.845
H 20.285 3.127 20.906
H 19.456 1.708 20.208
H 18.235 3.183 23.150
C 4.162 -4.456 23.761
C 4.829 -3.607 22.653
C 4.242 -2.183 22.459
O 6.236 -3.441 22.814
H 4.463 -5.500 23.675
H 3.087 -4.454 23.579
H 4.277 -4.064 24.771
H 4.651 -4.138 21.718
H 4.734 -1.739 21.593
H 4.396 -1.531 23.320
H 3.166 -2.212 22.292
H 6.612 -2.929 22.094
C 11.843 -8.478 8.362
C 11.535 -7.645 9.565
C 11.933 -8.216 10.875
O 12.296 -6.454 9.295
H 12.927 -8.537 8.255
H 11.379 -8.061 7.468
H 11.392 -9.469 8.381
H 10.487 -7.383 9.713
H 11.394 -9.099 11.220
H 11.772 -7.546 11.719
H 13.003 -8.426 10.900
H 11.935 -5.763 9.855
C 18.871 -5.452 22.454
O 18.888 -6.651 23.203
H 19.266 -5.686 21.465
H 17.845 -5.119 22.297
H 19.429 -4.642 22.924
H 19.801 -6.908 23.355
C 8.353 -9.783 19.728
O 8.624 -10.434 20.945
H 7.852 -8.817 19.801
H 9.119 -9.822 18.954
H 7.523 -10.401 19.385
H 8.839 -11.343 20.724
C 8.635 -1.269 12.161
O 10.010 -1.604 12.123
H 8.518 -0.191 12.047
H 8.055 -1.727 11.360
H 8.207 -1.664 13.083
H 10.395 -1.412 12.981

---

No. 3
Entry from the OMol25 dataset: a cluster of 10 separate species, C18H56O10 in total (ωB97M-V/def2-TZVPD).

2S+1 = 1
total charge = 0
F_max = 0.9 eV/Å
SMILES = CCO.CCO.CCO.CCO.CCO.CCO.CCO.CCO.CCO.O
HOMO-LUMO gap = 10.400 eV
E_tot = -40047.0667 eV
relative energy (zero: lowest compared OMol25 entry of this formula, charge and spin) = 284.9 kJ/mol
LUMO level = 0.223 eV

Geometry (Å):
C -5.605 1.401 0.463
C -4.522 1.011 1.457
O -4.943 1.072 2.813
H -6.044 2.368 0.728
H -6.400 0.662 0.365
H -5.166 1.590 -0.519
H -3.694 1.712 1.358
H -4.147 0.008 1.222
H -5.740 0.541 2.908
C 4.549 0.939 0.691
C 3.770 2.073 0.077
O 4.292 2.498 -1.162
H 4.524 0.039 0.062
H 4.175 0.640 1.669
H 5.612 1.170 0.796
H 3.792 2.933 0.753
H 2.709 1.812 -0.030
H 4.666 1.731 -1.606
C 0.091 3.774 -2.328
C 1.410 4.211 -1.724
O 1.464 5.619 -1.497
H -0.740 4.067 -1.683
H 0.046 2.692 -2.485
H -0.080 4.216 -3.316
H 2.250 3.864 -2.330
H 1.506 3.749 -0.742
H 1.326 6.079 -2.329
C 2.385 1.623 3.710
C 3.716 1.499 4.437
O 4.347 2.760 4.661
H 2.503 1.930 2.668
H 1.758 2.357 4.217
H 1.877 0.658 3.747
H 4.414 0.827 3.930
H 3.490 1.103 5.428
H 4.320 3.262 3.841
C -0.452 0.543 1.052
C 0.317 0.308 -0.207
O 1.430 -0.554 0.102
H 0.193 1.007 1.803
H -0.819 -0.401 1.453
H -1.282 1.239 0.918
H 0.704 1.222 -0.669
H -0.305 -0.182 -0.967
H 2.079 -0.433 -0.603
C -2.520 -2.370 2.195
C -3.253 -3.404 3.009
O -4.623 -3.425 2.582
H -2.639 -2.491 1.118
H -1.470 -2.348 2.486
H -2.921 -1.375 2.428
H -3.205 -3.108 4.061
H -2.811 -4.395 2.876
H -5.126 -3.947 3.213
C -1.320 -3.105 -1.779
C -1.008 -4.432 -1.127
O 0.382 -4.656 -0.933
H -0.936 -2.295 -1.162
H -2.409 -3.016 -1.850
H -0.945 -3.063 -2.804
H -1.460 -5.256 -1.689
H -1.439 -4.434 -0.125
H 0.835 -4.671 -1.782
C 3.550 -2.569 -1.650
C 2.845 -1.666 -2.665
O 2.898 -0.278 -2.294
H 3.372 -2.207 -0.634
H 4.630 -2.564 -1.797
H 3.161 -3.584 -1.693
H 1.796 -1.937 -2.772
H 3.320 -1.784 -3.644
H 3.686 0.078 -2.713
C -2.967 0.967 -2.161
C -2.288 0.345 -3.378
O -2.687 0.958 -4.596
H -2.918 2.056 -2.211
H -2.518 0.617 -1.230
H -4.022 0.686 -2.161
H -2.539 -0.724 -3.415
H -1.202 0.411 -3.314
H -3.600 0.712 -4.771
O 0.874 -3.098 1.467
H 0.910 -3.658 0.680
H 0.795 -2.205 1.107